# 1
Density functional theory data (the ωB97M-V functional and the def2-TZVPD basis) for C5H20HfN14O17 as an isolated structure.

Gap between HOMO and LUMO ... 9.196 eV
2S+1 ... 1
Energy relative to the best compared isomer or geometry (same formula, charge and spin) ... 0.000 eV
LUMO energy ... 0.16 eV
Charge ... 0

XYZ file:
```
57
C5H20HfN14O17 the ωB97M-V functional and the def2-TZVPD basis
Hf 12.88 -5.53 -2.48
N 14.70 -5.42 0.68
O 14.30 -5.63 -0.50
O 15.87 -5.55 0.96
O 13.88 -5.02 1.55
N 10.21 -3.70 -4.08
O 11.15 -4.20 -3.40
O 10.12 -2.48 -4.13
O 9.40 -4.45 -4.64
N 13.14 -8.96 -1.48
O 13.27 -7.76 -1.86
O 14.14 -9.65 -1.35
O 12.02 -9.41 -1.20
N 14.48 -3.05 -4.82
O 14.14 -1.93 -5.12
O 13.84 -3.69 -3.93
O 15.43 -3.66 -5.38
C 10.85 -6.05 0.29
O 11.42 -5.48 -0.66
N 9.50 -6.25 0.25
N 11.46 -6.42 1.42
H 9.00 -6.74 0.97
H 8.95 -5.98 -0.54
H 12.42 -6.15 1.65
H 10.86 -6.72 2.17
C 10.05 -7.60 -3.33
O 10.89 -6.80 -2.91
N 10.07 -8.93 -3.06
N 9.04 -7.16 -4.13
H 9.27 -9.49 -3.30
H 10.66 -9.27 -2.31
H 8.95 -6.16 -4.24
H 8.29 -7.79 -4.36
C 15.76 -6.72 -3.76
O 15.01 -6.09 -3.02
N 15.61 -8.05 -3.95
N 16.73 -6.12 -4.48
H 16.21 -8.60 -4.55
H 15.00 -8.53 -3.31
H 17.30 -6.70 -5.07
H 16.88 -5.12 -4.45
C 12.77 -6.11 -5.88
O 12.84 -6.10 -4.65
N 13.58 -5.34 -6.63
N 12.05 -7.08 -6.52
H 13.63 -5.48 -7.63
H 14.20 -4.66 -6.21
H 11.12 -7.23 -6.15
H 12.22 -7.27 -7.49
C 12.56 -2.39 -1.15
O 12.88 -3.55 -1.46
N 12.92 -1.92 0.08
N 11.74 -1.62 -1.88
H 13.02 -0.95 0.31
H 13.30 -2.62 0.70
H 11.45 -0.77 -1.43
H 11.17 -1.91 -2.67
```

=====

# 2
Density functional theory data (the ωB97M-V functional and the def2-TZVPD basis) for the molecule C6H10O.

Gap between HOMO and LUMO ... 9.994 eV
2S+1 ... 1
Energy relative to the best compared isomer or geometry (same formula, charge and spin) ... 0.412 eV
SMILES ... CC(C)=CCC=O
LUMO energy ... 0.95 eV
Charge ... 0

XYZ file:
```
17
C6H10O the ωB97M-V functional and the def2-TZVPD basis
C 1.44 1.57 -0.85
C 0.60 0.46 -0.26
C 1.23 -0.91 -0.31
C -0.59 0.71 0.29
C -1.43 -0.25 1.08
C -2.16 -1.34 0.33
O -1.96 -1.68 -0.81
H 1.78 1.33 -1.86
H 2.33 1.72 -0.23
H 0.89 2.52 -0.88
H 1.35 -1.21 -1.36
H 0.63 -1.67 0.19
H 2.24 -0.90 0.13
H -0.97 1.73 0.22
H -2.19 0.30 1.66
H -0.83 -0.78 1.83
H -2.92 -1.88 0.95
```

=====

# 3
Density functional theory data (the ωB97M-V functional and the def2-TZVPD basis) for C2H4O2Rh as an isolated structure.

Gap between HOMO and LUMO (alpha / beta) ... 7.065 / 7.082 eV
2S+1 ... 6
Energy relative to the best compared isomer or geometry (same formula, charge and spin) ... 0.261 eV
<S²> ... 8.774
LUMO energy (alpha / beta) ... 0.50 / -2.80 eV
Charge ... 0

XYZ file:
```
9
C2H4O2Rh the ωB97M-V functional and the def2-TZVPD basis
H 0.71 1.38 0.03
C -0.09 0.78 -0.79
C 0.38 -0.50 -0.89
O 1.06 -1.09 0.08
H 0.01 1.45 -1.65
H -0.26 -1.19 -1.47
Rh 0.90 -0.80 1.93
O -1.02 0.27 1.58
H -1.69 -0.30 1.19
```

=====

# 4
Density functional theory data (the ωB97M-V functional and the def2-TZVPD basis) for the molecule C4H10NO2P.

Gap between HOMO and LUMO ... 9.369 eV
2S+1 ... 1
Energy relative to the best compared isomer or geometry (same formula, charge and spin) ... 2.089 eV
SMILES ... CP(C)C(=O)NCO
LUMO energy ... 0.88 eV
Charge ... 0

XYZ file:
```
18
C4H10NO2P the ωB97M-V functional and the def2-TZVPD basis
C 1.93 0.91 -0.79
P 1.29 0.13 0.76
C 1.80 -1.61 0.38
C -0.78 -0.16 -0.05
O -0.95 -0.84 -1.03
N -1.68 0.49 0.67
C -3.11 0.44 0.32
O -3.56 -0.86 0.18
H 3.01 1.07 -0.70
H 1.45 1.88 -0.93
H 1.72 0.28 -1.66
H 1.33 -1.92 -0.55
H 1.46 -2.26 1.19
H 2.88 -1.67 0.30
H -1.38 0.96 1.51
H -3.68 0.89 1.14
H -3.26 1.01 -0.60
H -3.01 -1.30 -0.49
```

=====

# 5
Density functional theory data (the ωB97M-V functional and the def2-TZVPD basis) for C20H40P2PdSi as an isolated structure.

Gap between HOMO and LUMO (alpha / beta) ... 5.551 / 5.233 eV
2S+1 ... 3
Energy relative to the best compared isomer or geometry (same formula, charge and spin) ... 6.248 eV
<S²> ... 2.033
LUMO energy (alpha / beta) ... 0.57 / -0.21 eV
Charge ... 0

XYZ file:
```
64
C20H40P2PdSi the ωB97M-V functional and the def2-TZVPD basis
P 0.77 -1.57 -2.88
P -0.09 1.65 -0.75
C 1.44 0.28 -3.02
C 1.14 1.48 -2.14
H 1.21 0.56 -4.08
H 2.54 0.15 -2.93
H 2.09 1.73 -1.63
H 0.94 2.37 -2.80
C -1.35 2.70 -1.66
H -1.77 3.46 -0.99
H -2.16 2.09 -2.07
H -0.86 3.22 -2.49
C 0.77 3.10 -0.04
H 0.93 3.83 -0.86
H 1.74 2.74 0.33
H 0.19 3.61 0.75
C -0.25 -3.09 -2.52
H 0.11 -3.76 -1.72
H -0.21 -3.69 -3.44
H -1.31 -2.82 -2.33
C 2.38 -2.23 -2.34
H 3.10 -1.41 -2.21
H 2.67 -2.89 -3.18
H 2.35 -2.79 -1.39
Pd -1.36 0.13 -3.67
C 0.01 1.35 -5.34
C -1.38 1.50 -5.06
C -2.39 0.73 -5.84
C -2.00 -0.80 -6.12
C -1.23 -1.40 -4.93
C 0.23 -1.66 -4.85
C 1.12 -0.98 -5.92
C 0.71 0.48 -6.35
C 0.03 -2.55 0.55
H 0.57 2.26 -5.12
H -1.67 2.39 -4.48
H -2.47 1.30 -6.78
H -3.34 0.73 -5.28
H -2.95 -1.38 -6.22
H -1.44 -0.93 -7.07
H -1.75 -2.27 -4.50
H 0.37 -2.74 -4.93
H 1.13 -1.60 -6.86
H 2.17 -1.02 -5.56
H 1.67 0.99 -6.56
H 0.17 0.45 -7.31
H 0.22 -2.93 1.58
H 0.86 -2.93 -0.07
H -0.90 -3.03 0.16
C 1.28 -0.43 3.45
Si -0.24 0.31 2.61
C -1.70 -0.35 3.63
C -0.18 2.16 2.76
C -0.18 0.15 0.66
C -0.06 -1.13 0.38
H 1.09 -0.41 4.53
H 2.16 0.19 3.23
H 1.48 -1.47 3.14
H -1.37 -0.30 4.69
H -2.58 0.30 3.50
H -1.96 -1.39 3.41
H 0.85 2.49 2.52
H -0.90 2.61 2.04
H -0.44 2.47 3.78
```

=====

# 6
Density functional theory data (the ωB97M-V functional and the def2-TZVPD basis) for C9H19BrNOPd as an isolated structure.

Gap between HOMO and LUMO (alpha / beta) ... 9.149 / 6.908 eV
2S+1 ... 3
Energy relative to the best compared isomer or geometry (same formula, charge and spin) ... 4.108 eV
<S²> ... 2.007
LUMO energy (alpha / beta) ... -3.80 / -6.09 eV
Charge ... +1

XYZ file:
```
32
C9H19BrNOPd the ωB97M-V functional and the def2-TZVPD basis
Pd 13.62 17.13 3.67
Br 15.39 17.98 3.94
C 18.80 16.46 5.74
C 18.87 17.23 4.36
C 20.32 17.50 4.04
C 20.59 18.01 2.63
C 20.11 16.99 1.65
C 18.58 16.73 1.80
N 18.22 16.44 3.24
O 16.85 16.15 3.53
C 17.65 17.84 1.19
C 18.36 15.41 1.03
C 18.17 18.58 4.54
H 18.78 17.10 6.62
H 17.87 15.88 5.76
H 19.57 15.69 5.75
H 20.65 18.40 4.55
H 21.01 16.75 4.45
H 20.10 18.95 2.40
H 21.68 18.06 2.64
H 20.78 16.13 1.59
H 20.41 17.49 0.73
H 18.03 18.02 0.18
H 17.55 18.80 1.70
H 16.66 17.38 1.24
H 18.67 15.40 -0.02
H 17.31 15.15 0.95
H 18.94 14.60 1.48
H 17.09 18.46 4.66
H 18.58 19.04 5.43
H 18.30 19.25 3.69
H 16.42 17.00 3.42
```